69
Properties=species:S:1:pos:R:3 method="wB97M-V/def2-TZVPD" relative_energy_kj_mol=34.3 spin_multiplicity=3 e_homo_ev="-3.02 / -3.31" fmax_ha_per_bohr=0.0276 homo_lumo_gap_ev="4.874 / 5.165" e_lumo_ev="1.85 / 1.85" s2=2.0068 charge=-1
Ti 0.048 0.109 -0.220
I 1.900 2.198 6.745
C 1.155 2.113 4.787
C 1.631 2.999 3.835
C 1.147 2.902 2.542
I 1.896 4.178 1.055
C 0.191 1.943 2.132
O -0.228 1.831 0.922
C -0.269 1.071 3.154
C -1.312 0.063 2.756
N -0.870 -0.847 1.686
C 0.127 -1.810 2.118
C 1.494 -1.171 2.074
C 2.500 -1.481 2.985
C 3.698 -0.809 2.912
C 3.870 0.170 1.954
C 2.820 0.403 1.076
N 1.676 -0.264 1.113
C 0.206 1.156 4.448
H 2.374 3.743 4.086
H -2.192 0.571 2.357
H -1.619 -0.510 3.640
H -1.716 -1.283 1.322
H 0.124 -2.643 1.408
H -0.060 -2.200 3.128
H 2.315 -2.214 3.759
H 4.487 -1.025 3.623
H 4.776 0.755 1.889
H 2.888 1.170 0.315
H -0.164 0.464 5.196
O -1.862 0.267 -1.949
C -2.657 -0.683 -2.664
C -3.266 -1.831 -1.852
C -3.812 -2.799 -2.912
O -2.799 -3.489 -3.645
C -2.280 -2.623 -0.971
Se -0.359 -2.391 -1.350
C -4.449 -1.343 -1.002
Se -4.078 -0.079 0.479
H -2.210 1.134 -2.148
H -2.035 -1.093 -3.462
H -3.500 -0.156 -3.123
H -4.424 -2.247 -3.639
H -4.463 -3.529 -2.416
H -1.935 -3.263 -3.261
H -2.495 -3.689 -1.065
H -2.475 -2.352 0.062
H -4.938 -2.215 -0.560
H -5.178 -0.861 -1.659
C -1.727 3.322 -1.004
C -0.553 2.981 -1.863
N 0.261 1.974 -1.734
C 1.192 1.937 -2.745
C 1.099 2.940 -3.653
S -0.201 3.964 -3.242
C 2.169 0.848 -2.722
C 3.280 0.734 -3.491
S 4.127 -0.692 -3.083
C 2.941 -1.045 -1.873
N 1.984 -0.172 -1.811
C 3.091 -2.245 -0.998
H -1.384 3.806 -0.092
H -2.279 2.428 -0.701
H -2.397 3.998 -1.538
H 1.703 3.111 -4.530
H 3.632 1.405 -4.257
H 3.697 -3.004 -1.491
H 2.107 -2.661 -0.773
H 3.580 -1.969 -0.060

---

94
Properties=species:S:1:pos:R:3 method="wB97M-V/def2-TZVPD" spin_multiplicity=5 e_homo_ev="-14.29 / -17.28" fmax_ha_per_bohr=0.1263 homo_lumo_gap_ev="5.826 / 4.599" e_lumo_ev="-8.47 / -12.68" s2=6.0361 charge=+3
Os 0.395 0.087 -1.041
P 0.312 -2.321 -1.602
P 0.187 2.468 -1.438
N 0.447 0.158 -3.195
C 0.308 -2.303 -3.460
H 0.881 -3.141 -3.877
H -0.730 -2.373 -3.815
C 0.874 -0.989 -3.987
H 1.983 -1.031 -4.075
H 0.513 -0.822 -5.027
C 0.836 1.365 -3.907
H 0.470 1.262 -4.952
H 1.944 1.435 -3.999
C 0.252 2.625 -3.283
H -0.772 2.739 -3.669
H 0.841 3.498 -3.593
C 1.711 3.468 -0.991
C 2.112 3.280 0.471
H 3.069 3.791 0.649
H 2.256 2.219 0.710
H 1.367 3.701 1.159
C -1.345 3.448 -1.059
C -1.464 3.825 0.416
H -2.488 4.182 0.605
H -0.778 4.636 0.698
H -1.287 2.971 1.079
C -1.209 -3.297 -1.161
C -1.103 -3.941 0.222
H -2.120 -4.116 0.604
H -0.591 -3.286 0.937
H -0.597 -4.918 0.192
C 1.785 -3.442 -1.298
C 2.202 -3.529 0.170
H 3.129 -4.117 0.235
H 1.446 -4.022 0.795
H 2.401 -2.538 0.591
C 2.234 0.018 -0.990
O 3.412 -0.013 -1.021
C -1.598 4.685 -1.932
H -0.900 5.499 -1.704
H -1.557 4.472 -3.003
H -2.610 5.049 -1.708
C -1.671 -4.337 -2.196
H -2.675 -4.673 -1.902
H -1.742 -3.927 -3.207
H -1.016 -5.218 -2.210
C 1.652 -4.847 -1.901
H 2.648 -5.312 -1.865
H 0.974 -5.485 -1.315
H 1.332 -4.846 -2.950
C 1.653 4.956 -1.343
H 0.982 5.511 -0.673
H 2.663 5.367 -1.202
H 1.369 5.144 -2.386
H 2.487 2.993 -1.620
H 2.585 -2.905 -1.841
H -2.131 2.709 -1.290
H -1.973 -2.501 -1.113
H -1.368 -0.041 -2.374
H -1.577 -0.517 -1.664
C -0.578 2.912 4.833
C 0.656 2.716 4.205
C 0.745 1.892 3.086
C -0.392 1.266 2.541
C -1.636 1.519 3.160
C -1.722 2.317 4.302
P -0.166 -0.015 1.198
C 1.080 -0.952 2.213
C 2.444 -0.610 2.101
C 3.406 -1.198 2.927
C 3.011 -2.105 3.908
C 1.653 -2.398 4.076
C 0.693 -1.783 3.273
C -1.926 -0.621 1.169
C -2.431 -1.642 1.991
C -3.807 -1.821 2.126
C -4.699 -1.069 1.357
C -4.211 -0.120 0.460
C -2.837 0.124 0.389
H -0.643 3.527 5.730
H 1.560 3.191 4.595
H 1.733 1.692 2.674
H -2.549 1.075 2.763
H -2.694 2.461 4.776
H 2.776 0.150 1.389
H 4.458 -0.933 2.798
H 3.759 -2.571 4.551
H 1.333 -3.095 4.851
H -0.358 -1.913 3.514
H -1.764 -2.308 2.529
H -4.175 -2.562 2.839
H -5.774 -1.227 1.455
H -4.887 0.450 -0.179
H -2.463 0.900 -0.288

---

15
Properties=species:S:1:pos:R:3 method="wB97M-V/def2-TZVPD" relative_energy_kj_mol=646.0 spin_multiplicity=1 e_homo_ev="-13.66 / -13.34" fmax_ha_per_bohr=0.0645 homo_lumo_gap_ev="8.064 / 7.213" e_lumo_ev="-5.60 / -6.13" charge=+1
C -2.021 -0.007 -0.108
C 1.084 -0.130 0.120
C 1.399 1.267 0.235
C 1.483 -1.453 0.012
N -1.207 -0.646 0.618
N -3.330 -0.285 -0.286
H -1.691 0.614 -0.920
H 1.246 1.576 -0.783
H 2.524 1.492 0.484
H 0.875 1.934 0.943
H 2.523 -1.628 -0.284
H 0.685 -1.995 -0.685
H 1.186 -1.928 0.953
H -3.857 0.170 -1.048
H -3.817 -1.133 0.064

---

98
Properties=species:S:1:pos:R:3 method="wB97M-V/def2-TZVPD" relative_energy_kj_mol=0.0 spin_multiplicity=1 e_homo_ev=-10.47 fmax_ha_per_bohr=0.0105 homo_lumo_gap_ev=8.435 e_lumo_ev=-2.04 charge=+1
In 0.303 0.034 0.108
Br 0.368 0.761 3.147
C -0.801 2.232 2.851
C -1.039 3.031 3.931
C -1.932 4.113 3.813
C -2.552 4.340 2.623
C -2.302 3.518 1.497
C -2.951 3.808 0.272
C -2.698 3.059 -0.834
C -1.779 1.994 -0.758
C -1.134 1.645 0.401
C -1.398 2.420 1.574
H -0.552 2.828 4.873
H -2.120 4.745 4.669
H -3.246 5.161 2.513
H -3.645 4.636 0.239
H -3.196 3.277 -1.770
H -1.581 1.438 -1.668
C 3.266 -2.357 1.873
P 1.502 -2.134 1.460
C 1.155 -3.652 0.495
C 0.636 -2.444 3.041
C 1.329 -2.717 4.216
C 0.649 -2.902 5.411
C -0.733 -2.824 5.442
C -1.432 -2.548 4.276
C -0.764 -2.350 3.075
P -1.635 -1.862 1.543
C -2.526 -3.406 1.115
C -3.010 -0.814 2.140
H 3.622 -1.564 2.530
H 3.835 -2.321 0.945
H 3.433 -3.326 2.346
H 1.043 -4.503 1.167
H 1.988 -3.835 -0.184
H 0.251 -3.530 -0.099
H 2.407 -2.784 4.217
H 1.202 -3.110 6.316
H -1.266 -2.972 6.370
H -2.511 -2.471 4.313
H -3.024 -3.799 2.003
H -1.844 -4.162 0.728
H -3.270 -3.188 0.352
H -3.756 -1.394 2.682
H -3.486 -0.348 1.276
H -2.625 -0.023 2.783
Cl 2.815 -1.578 -1.648
C 1.246 -1.807 -2.348
C 0.150 -1.265 -1.706
C -1.075 -1.515 -2.302
Cl -2.518 -0.866 -1.579
C -1.218 -2.237 -3.491
Cl -2.760 -2.489 -4.207
C -0.082 -2.750 -4.116
Cl -0.215 -3.617 -5.589
C 1.168 -2.538 -3.533
Cl 2.577 -3.164 -4.296
C 1.294 4.350 0.235
C 2.521 3.724 -0.411
C 3.746 4.622 -0.292
Sb 2.876 1.667 0.203
C 4.685 1.429 -0.981
C 4.358 1.588 -2.464
C 5.519 0.176 -0.688
C 3.675 1.798 2.234
C 3.169 3.017 2.997
C 5.194 1.717 2.296
H 1.084 5.315 -0.232
H 1.440 4.537 1.298
H 0.411 3.726 0.113
H 2.300 3.578 -1.470
H 4.067 4.748 0.741
H 3.504 5.616 -0.676
H 4.593 4.254 -0.869
H 5.265 2.300 -0.673
H 3.766 0.756 -2.839
H 5.285 1.624 -3.038
H 3.812 2.508 -2.667
H 4.958 -0.632 -0.218
H 6.355 0.405 -0.030
H 5.935 -0.221 -1.615
H 3.257 0.903 2.704
H 3.633 3.933 2.633
H 3.434 2.920 4.052
H 2.090 3.139 2.941
H 5.668 2.505 1.709
H 5.570 0.759 1.945
H 5.525 1.843 3.329
C -0.003 3.362 -3.633
C 0.613 1.999 -3.486
C 0.735 1.152 -4.719
O 0.971 1.586 -2.398
H 0.123 3.765 -4.635
H 0.403 4.043 -2.887
H -1.074 3.270 -3.441
H 1.326 1.672 -5.474
H -0.257 0.997 -5.149
H 1.187 0.193 -4.479

---

17
Properties=species:S:1:pos:R:3 method="wB97M-V/def2-TZVPD" relative_energy_kj_mol=476.5 spin_multiplicity=1 e_homo_ev=-3.42 fmax_ha_per_bohr=0.1213 homo_lumo_gap_ev=7.482 e_lumo_ev=4.07 charge=-1
C 0.715 1.415 -0.261
C -0.970 -1.717 0.846
C 0.292 -0.060 -0.378
N -1.934 0.540 1.005
N -0.453 -0.335 0.817
O -3.940 1.275 -0.201
O -2.486 -0.103 -1.627
S -3.132 0.064 -0.298
H 1.667 1.438 -0.891
H -0.028 2.179 -0.541
H 1.046 1.537 0.753
H -1.330 -2.061 1.716
H -1.634 -1.749 -0.021
H -0.016 -2.449 0.630
H -0.368 -0.112 -1.386
H 1.212 -0.852 -0.450
H -1.761 1.541 1.065